ORCA calculation (ωB97M-V/def2-TZVPD) on C5H8O in the gas phase.

As for the SMILES: C#CC[C@@H](C)O. The lowest unoccupied orbital energy is 0.8 eV. The value obtained for the total energy is -7358.9194 eV. The HOMO-LUMO gap comes out at 0.3651 Ha. The HOMO energy comes out at -9.1 eV. Its largest force on an atom is 1.65 eV/A.

Structure (ORCA input):
```
! wB97M-V def2-TZVPD RIJCOSX def2/J DEFGRID3
* xyz 0 1
C -1.5420 -0.2404 -0.6242
C -0.4650 -0.1913 0.4457
O 0.3599 -1.3426 0.0895
C 0.2788 1.2193 0.4334
C 1.6170 0.9009 -0.0771
C 2.1957 -0.1263 -0.3774
H -1.0874 0.0346 -1.5839
H -1.8927 -1.2709 -0.6914
H -2.3911 0.4259 -0.4408
H -0.8417 -0.3859 1.4522
H 0.8701 -1.7210 0.8223
H -0.2499 1.9510 -0.1997
H 0.3327 1.6826 1.4289
H 2.8155 -0.9358 -0.6773
*
```

natural (NBO) analysis output, partial charges in e: atom 1 (C): -0.63, atom 2 (C): 0.10, atom 3 (O): -0.72, atom 4 (C): -0.49, atom 5 (C): -0.08, atom 6 (C): -0.18, atom 7 (H): 0.22, atom 8 (H): 0.22, atom 9 (H): 0.21, atom 10 (H): 0.18, atom 11 (H): 0.48, atom 12 (H): 0.23, atom 13 (H): 0.23, atom 14 (H): 0.23